{
  "formula": "C5H8N2O2",
  "method": "wB97M-V/def2-TZVPD",
  "smiles": "C=C(NN)C(=C)C(=O)O",
  "fmax_ev_per_a": 4.454,
  "energy_ev": -12387.0230,
  "species": ["N", "C", "C", "C", "N", "C", "C", "O", "O", "H", "H", "H", "H", "H", "H", "H", "H"],
  "positions_angstrom": [[-1.06122, 0.99758, -0.02431], [0.18203, -0.66042, 1.41815], [-0.17563, 0.12906, -0.87488], [0.10433, -1.04866, -0.08458], [-1.14430, 2.38931, -0.23336], [0.54013, 0.63271, -1.87624], [0.59332, -2.20138, -0.53594], [1.31769, -1.18267, 1.94680], [-0.71236, -0.37253, 2.18761], [1.20712, -1.30841, 2.90118], [-1.64083, 0.63093, 0.72367], [-0.49657, 2.89164, 0.37274], [-2.09173, 2.68642, -0.01622], [0.32608, 1.62016, -2.24489], [1.41976, 0.12272, -2.22900], [0.75722, -2.35079, -1.59096], [0.87496, -2.97566, 0.16022]],
  "forces_ev_per_angstrom": [[0.86, -0.63, -2.05], [-0.95, -3.70, 1.36], [-1.94, 3.31, 2.26], [1.31, 0.63, 0.82], [-0.13, -0.25, -0.35], [-0.10, -0.17, -0.02], [-0.22, 0.31, 0.54], [0.64, 0.24, -0.59], [0.34, 0.55, -0.72], [-0.21, 0.43, -0.06], [0.56, -0.21, -0.53], [-0.13, -0.22, 0.08], [0.26, 0.03, -0.22], [-0.06, 0.14, -0.07], [-0.07, -0.25, -0.23], [-0.40, -0.18, -0.16], [0.22, -0.05, -0.06]],
  "lowdin_charge": [-0.10, -0.42, -0.28, -0.18, 0.00, 0.05, 0.11, 0.09, 0.08, 0.13, 0.10, 0.08, 0.08, 0.05, 0.06, 0.08, 0.08]
}

---

{
  "formula": "C5H8N2O3S",
  "method": "wB97M-V/def2-TZVPD",
  "smiles": "OC(O)=C1NCCS1.N=C=O",
  "fmax_ev_per_a": 5.529,
  "energy_ev": -25271.2815,
  "species": ["C", "C", "C", "C", "C", "N", "N", "O", "O", "O", "S", "H", "H", "H", "H", "H", "H", "H", "H"],
  "positions_angstrom": [[2.35819, 1.35005, -0.88719], [0.47871, -1.88176, 0.09047], [-2.06113, 0.58483, -0.20761], [-1.30297, 1.47792, 0.87466], [-0.16251, -0.73015, 0.14319], [3.10669, 1.16608, 0.02715], [-1.15217, -0.34918, -0.78237], [0.19210, -2.83382, -0.82490], [1.68225, 1.55218, -1.80800], [1.43544, -2.36327, 0.91128], [0.02615, 0.37607, 1.53330], [-2.90658, 0.06918, 0.38855], [-2.48623, 1.13538, -0.90474], [-0.80295, 2.40414, 0.44041], [-1.94995, 1.78289, 1.58414], [1.63082, -1.69675, 1.57206], [3.11096, 0.60440, 0.79207], [-0.59280, -2.60604, -1.32918], [-0.60400, -0.04216, -1.61330]],
  "forces_ev_per_angstrom": [[0.07, -0.76, 0.78], [-0.46, -1.25, -0.60], [1.02, -1.93, 5.08], [2.73, -0.46, -3.59], [0.13, 0.23, 1.27], [0.49, 2.06, -2.47], [1.42, -0.65, -1.44], [0.57, -0.39, -0.10], [-0.37, 0.36, -0.59], [0.00, 0.26, -0.07], [-0.69, 0.60, -0.13], [1.34, 0.41, -1.01], [-1.99, 2.72, -3.31], [-0.66, -1.23, 0.28], [-2.01, 0.83, 2.63], [0.09, 0.11, 0.31], [-0.18, -1.67, 2.26], [-0.25, 0.36, 0.08], [-1.25, 0.40, 0.62]],
  "lowdin_charge": [-0.42, -0.48, -0.23, -0.38, -0.56, 0.21, -0.05, 0.10, 0.15, 0.09, 0.91, 0.15, 0.06, 0.09, 0.01, 0.07, 0.03, 0.11, 0.14]
}

---

{
  "formula": "C5H8N2O4",
  "method": "wB97M-V/def2-TZVPD",
  "smiles": "CN1C(=O)N(C)C(O)(O)C1=O",
  "fmax_ev_per_a": 3.527,
  "energy_ev": -16485.1619,
  "species": ["C", "C", "C", "C", "C", "N", "N", "O", "O", "O", "O", "H", "H", "H", "H", "H", "H", "H", "H"],
  "positions_angstrom": [[0.83099, -0.49902, -0.79899], [-0.49400, 1.19486, 0.04390], [0.03741, -1.12941, 0.33550], [1.19483, 1.57621, -1.83954], [-1.69176, -0.08019, 1.92346], [0.55629, 0.84075, -0.86095], [-0.77051, -0.00785, 0.69344], [1.59112, -1.06431, -1.53542], [-0.90104, 2.31662, 0.15823], [-0.64451, -2.32736, 0.03202], [0.95718, -1.31107, 1.47255], [0.97499, 1.09825, -2.77815], [0.84629, 2.62476, -1.78560], [2.34673, 1.64052, -1.76788], [-1.06262, -0.16433, 2.86090], [-2.24401, 0.87255, 1.93247], [-2.32512, -0.88853, 1.49022], [-0.59724, -2.49203, -0.90726], [1.39498, -2.20042, 1.33111]],
  "forces_ev_per_angstrom": [[0.01, 0.33, -0.31], [1.82, -1.21, -0.40], [0.85, 0.75, 1.30], [2.05, 2.60, -1.21], [1.20, 0.26, -2.28], [-0.67, -2.14, 2.02], [-1.81, 1.35, 1.74], [0.39, -0.70, -0.35], [-0.61, -0.41, 0.45], [0.53, 1.14, 1.03], [-0.63, -1.79, -1.71], [0.02, 0.27, -0.75], [-0.04, -0.60, -0.28], [-1.75, -0.44, 0.31], [-1.07, -0.53, -1.16], [0.16, -0.46, 0.03], [0.00, 0.22, 1.92], [0.17, -0.03, -0.54], [-0.65, 1.39, 0.20]],
  "lowdin_charge": [-0.36, -0.41, -0.46, -0.05, 0.04, -0.01, -0.01, 0.13, 0.13, 0.09, 0.04, 0.09, 0.11, 0.13, 0.11, 0.08, 0.10, 0.11, 0.14]
}

---

{
  "formula": "C5H8N2O5",
  "method": "wB97M-V/def2-TZVPD",
  "smiles": "COC(=O)C(=C(/C)O)/[N+]([O-])=N/O",
  "fmax_ev_per_a": 5.828,
  "energy_ev": -18525.9947,
  "species": ["C", "C", "C", "C", "C", "N", "N", "O", "O", "O", "O", "O", "H", "H", "H", "H", "H", "H", "H", "H"],
  "positions_angstrom": [[-0.31280, 0.25941, -0.39441], [-1.04976, 0.74120, -1.40721], [-0.12482, 0.81626, 0.90325], [-1.13164, 0.08845, -2.72830], [1.03935, 0.81450, 2.92577], [0.26270, -1.97332, 0.36754], [0.67408, -1.26714, -0.51298], [-0.73745, 1.84118, 1.20350], [1.52638, -1.41116, -1.40596], [-1.63099, 1.91180, -1.18665], [0.74828, -3.20097, 0.58742], [0.77611, 0.17299, 1.66222], [-0.72896, 0.86476, -3.41654], [-0.56600, -0.71375, -2.94484], [-2.20687, -0.04820, -3.21260], [0.45992, 0.33454, 3.71462], [0.99335, 1.89668, 2.92814], [2.12005, 0.42653, 3.17863], [-1.55757, 2.02432, -0.09915], [1.44665, -3.57807, -0.16246]],
  "forces_ev_per_angstrom": [[2.84, -4.08, 0.15], [0.23, -0.32, 0.52], [0.49, -0.31, -0.35], [-3.63, 3.96, -2.26], [2.88, -2.04, 1.01], [-1.96, -1.50, 2.28], [-1.43, 4.64, -2.52], [-0.05, -0.01, 0.59], [0.10, -0.56, 0.27], [-0.60, -0.37, 1.70], [3.02, -2.08, -2.62], [-0.91, 1.89, 0.28], [-0.13, -0.21, 0.21], [1.92, -3.01, 0.16], [1.95, 0.22, 1.65], [-0.52, 0.39, -0.21], [-0.17, -0.05, -0.22], [-1.86, 1.15, -0.57], [0.21, 0.32, -2.26], [-2.35, 1.97, 2.19]],
  "lowdin_charge": [0.09, -0.35, -0.45, 0.01, -0.03, -0.04, -0.24, 0.09, -0.04, 0.07, -0.02, -0.04, 0.11, 0.03, 0.15, 0.09, 0.09, 0.13, 0.14, 0.19]
}